{
  "formula": "C7H9NO2",
  "method": "ωB97M-V/def2-TZVPD",
  "e_above_lowest_kcal_mol": 25.6,
  "molar_mass_da": 139.15,
  "homo_ev": -9.38,
  "max_force_ev_per_a": 5.35,
  "lumo_energy_ev": 0.67,
  "e_tot_ev": -12989.387,
  "homo_lumo_gap_ha": 0.369,
  "spin_multiplicity": 1,
  "smiles": "O=C1CCC2CCC(=O)N12",
  "species": ["O", "C", "C", "C", "C", "C", "C", "C", "O", "N", "H", "H", "H", "H", "H", "H", "H", "H", "H"],
  "xyz": [[1.463, 2.465, -0.037], [1.236, 1.247, 0.028], [2.185, 0.125, -0.037], [1.385, -1.108, -0.268], [-0.082, -0.692, 0.272], [-1.453, -1.059, -0.356], [-2.181, 0.258, 0.168], [-1.245, 1.332, 0.069], [-1.325, 2.500, -0.315], [0.009, 0.700, 0.250], [3.151, 0.414, -0.654], [2.565, 0.226, 1.013], [1.311, -1.312, -1.339], [1.920, -1.918, 0.289], [-0.151, -0.928, 1.320], [-1.906, -1.928, 0.203], [-1.502, -1.037, -1.418], [-3.042, 0.498, -0.487], [-2.337, 0.220, 1.301]],
  "mulliken_charge": [-0.64, 0.32, -0.41, -0.51, -0.11, -0.63, -0.60, 0.45, -0.58, 0.16, 0.30, 0.20, 0.30, 0.28, 0.21, 0.27, 0.39, 0.34, 0.26]
}